Entry 1:
The following is a DFT calculation (ωB97M-V/def2-TZVPD) of a cluster of 2 separate species, C5H11O2 in total.

Output
Net charge: -1
HOMO-LUMO gap in eV: 7.79
Energy above the lowest of the compared OMol25 structures with the same formula, charge and spin in kcal/mol: 10.47

Structure (XYZ):
```
18
Properties=species:S:1:pos:R:3:mulliken_charge:R:1
C -1.929 -0.868 -1.109 -0.791
C -0.547 -1.549 -1.077 0.582
O -0.506 -2.761 -0.781 -0.733
O 0.437 -0.755 -1.230 -0.766
H -1.903 -0.070 -1.857 0.246
H -2.286 -0.458 -0.168 0.156
H -2.659 -1.619 -1.443 0.306
C 0.707 1.633 0.704 0.207
C -0.378 1.693 1.743 -1.134
C 2.180 1.709 1.213 -1.208
H 0.711 0.621 0.277 -0.076
H 0.619 2.287 -0.161 0.331
H -0.536 0.689 2.146 0.304
H -1.305 2.048 1.286 0.256
H 2.385 0.801 1.784 0.296
H 2.873 1.811 0.386 0.328
H -0.223 2.318 2.631 0.367
H 2.283 2.492 1.975 0.328
```



Entry 2:
The following is a DFT calculation (ωB97M-V/def2-TZVPD) of a cluster of 2 separate species, C5H11O2 in total.

Output
Net charge: -1
HOMO-LUMO gap in eV: 7.34
Energy above the lowest of the compared OMol25 structures with the same formula, charge and spin in kcal/mol: 24.92

Structure (XYZ):
```
18
Properties=species:S:1:pos:R:3:mulliken_charge:R:1
C -3.514 0.213 -1.345 -0.902
C -2.125 0.647 -1.906 -0.648
H -4.194 0.251 -2.189 0.309
H -3.387 -0.835 -1.084 0.234
H -4.106 0.667 -0.537 0.318
H -1.254 0.057 -1.517 0.132
H -2.046 1.688 -1.615 0.223
H -2.167 0.549 -3.010 0.335
C 1.086 -1.100 1.242 -0.139
C 0.016 -0.277 1.908 -0.993
C 1.768 -0.113 0.297 0.391
O 1.099 0.355 -0.655 -0.649
O 2.943 0.250 0.599 -0.775
H 1.715 -1.473 2.083 0.208
H 0.800 -1.982 0.578 0.218
H 0.478 0.588 2.649 0.212
H -0.731 -0.804 2.497 0.342
H -0.599 0.288 1.180 0.184
```



Please write out number 1 again, unchanged.
The following is a DFT calculation (ωB97M-V/def2-TZVPD) of a cluster of 2 separate species, C5H11O2 in total.

Output
Net charge: -1
HOMO-LUMO gap in eV: 7.79
Energy above the lowest of the compared OMol25 structures with the same formula, charge and spin in kcal/mol: 10.47

Structure (XYZ):
```
18
Properties=species:S:1:pos:R:3:mulliken_charge:R:1
C -1.929 -0.868 -1.109 -0.791
C -0.547 -1.549 -1.077 0.582
O -0.506 -2.761 -0.781 -0.733
O 0.437 -0.755 -1.230 -0.766
H -1.903 -0.070 -1.857 0.246
H -2.286 -0.458 -0.168 0.156
H -2.659 -1.619 -1.443 0.306
C 0.707 1.633 0.704 0.207
C -0.378 1.693 1.743 -1.134
C 2.180 1.709 1.213 -1.208
H 0.711 0.621 0.277 -0.076
H 0.619 2.287 -0.161 0.331
H -0.536 0.689 2.146 0.304
H -1.305 2.048 1.286 0.256
H 2.385 0.801 1.784 0.296
H 2.873 1.811 0.386 0.328
H -0.223 2.318 2.631 0.367
H 2.283 2.492 1.975 0.328
```



Copy entry 2 word for word.
The following is a DFT calculation (ωB97M-V/def2-TZVPD) of a cluster of 2 separate species, C5H11O2 in total.

Output
Net charge: -1
HOMO-LUMO gap in eV: 7.34
Energy above the lowest of the compared OMol25 structures with the same formula, charge and spin in kcal/mol: 24.92

Structure (XYZ):
```
18
Properties=species:S:1:pos:R:3:mulliken_charge:R:1
C -3.514 0.213 -1.345 -0.902
C -2.125 0.647 -1.906 -0.648
H -4.194 0.251 -2.189 0.309
H -3.387 -0.835 -1.084 0.234
H -4.106 0.667 -0.537 0.318
H -1.254 0.057 -1.517 0.132
H -2.046 1.688 -1.615 0.223
H -2.167 0.549 -3.010 0.335
C 1.086 -1.100 1.242 -0.139
C 0.016 -0.277 1.908 -0.993
C 1.768 -0.113 0.297 0.391
O 1.099 0.355 -0.655 -0.649
O 2.943 0.250 0.599 -0.775
H 1.715 -1.473 2.083 0.208
H 0.800 -1.982 0.578 0.218
H 0.478 0.588 2.649 0.212
H -0.731 -0.804 2.497 0.342
H -0.599 0.288 1.180 0.184
```